(1)
20
Properties=species:S:1:pos:R:3 method="wB97M-V/def2-TZVPD" multiplicity=2 charge=+2 homo_ha="-0.619 / -0.618"
H -0.84 1.25 -2.71
H -1.87 -0.76 -0.97
H 1.68 0.82 -3.31
H -0.72 1.35 1.95
H 0.47 -0.24 3.86
C 0.59 -0.24 -1.99
N 0.77 -0.79 3.06
H -1.16 -0.95 2.34
H 1.71 -0.45 2.82
H 0.63 1.02 1.11
N -0.30 0.67 1.31
N -1.57 0.23 -0.97
H -1.05 0.47 0.12
H -2.38 0.82 -1.14
C -0.59 0.47 -2.00
N 1.55 -0.11 -2.91
C -0.17 -0.66 2.00
H 0.74 -0.95 -1.17
H 0.06 -1.40 1.21
H 2.44 -0.54 -2.63

(2)
56
Properties=species:S:1:pos:R:3 method="wB97M-V/def2-TZVPD" charge=+1 homo_ha=-0.367
N 1.06 -1.80 0.66
C -1.89 4.44 -2.41
C -1.57 -0.65 3.48
C -0.41 3.85 -0.65
H 1.07 -5.49 1.70
C 0.37 -2.69 -0.07
H -0.47 -3.05 -1.97
N -1.67 -0.14 2.26
C 1.07 -4.44 1.41
H -0.67 -0.41 4.04
C 0.36 -4.03 0.29
H -2.43 -1.81 5.06
C -3.80 -1.17 2.04
C 5.70 1.69 -0.59
C -2.87 0.20 0.14
C 3.36 1.45 0.02
C 1.78 -3.51 2.14
H -3.83 -0.12 -0.29
H 0.31 4.09 0.12
H -4.50 -2.29 3.73
C 1.75 -2.19 1.73
C 4.67 1.85 0.32
F 6.93 2.09 -0.26
O 2.35 1.58 0.83
H 2.36 -3.80 3.01
F 1.92 0.48 -1.59
N -0.69 2.55 -0.81
H -0.74 5.87 -1.27
C -3.70 -1.69 3.32
C -0.35 -2.20 -1.30
C 3.19 0.88 -1.25
H -2.92 1.29 0.22
F 4.93 2.40 1.51
C -2.56 -1.43 4.06
Sr 0.28 0.67 0.68
C -2.17 3.09 -2.58
H 0.30 -1.49 -1.83
C -2.76 -0.40 1.53
C -1.77 0.68 -1.98
C -1.54 2.17 -1.76
H -2.36 -1.76 -1.97
C -1.75 -1.59 -1.08
H -2.24 -2.12 -0.26
H -2.87 2.77 -3.34
C -0.99 4.83 -1.43
H -2.36 5.18 -3.04
C 5.48 1.12 -1.83
C 4.21 0.71 -2.16
H -0.19 -4.75 -0.31
H -4.68 -1.36 1.44
F 6.49 0.97 -2.70
H -2.72 0.56 -2.51
F 3.96 0.16 -3.35
H 2.31 -1.42 2.25
N -1.76 -0.15 -0.76
H -0.98 0.31 -2.64

(3)
77
Properties=species:S:1:pos:R:3 method="wB97M-V/def2-TZVPD" charge=-1 homo_ha=-0.141
F 3.99 -1.54 3.90
C 5.38 -4.37 -4.25
C 3.11 -0.33 0.55
C -1.65 4.61 5.47
C 1.62 -3.34 -2.37
H -3.61 0.85 0.38
H -4.04 -1.30 -3.52
H 1.10 1.66 1.48
C -1.18 3.18 -0.67
H 1.00 -0.89 -3.81
H -5.90 5.60 -0.53
C -2.55 5.26 -0.90
Ba 0.01 0.28 -0.89
C 3.73 -4.52 -2.36
C -4.73 3.82 -0.27
C -3.34 -0.16 0.68
H 4.41 -5.19 -1.85
H 6.21 -4.30 -3.56
H -3.59 4.01 6.17
Br -6.25 2.78 0.24
N -0.77 1.04 2.00
H 3.11 -5.30 0.00
C -2.50 3.90 -0.62
C 4.40 -0.01 0.10
H 1.47 -1.63 -5.33
C -1.88 1.29 2.80
H -3.97 -3.73 -3.11
C 2.23 -4.80 -0.40
C -1.81 2.42 3.76
N -2.96 0.61 2.75
C 3.19 -3.14 -4.20
H 1.11 3.55 2.76
N 0.34 2.90 2.91
H -3.23 -2.85 1.02
H 0.06 -2.23 -4.41
H 1.90 -4.03 0.31
H -1.59 5.46 6.13
C 5.40 -0.72 2.17
C -3.88 -1.68 -2.52
N -2.95 -0.45 1.85
C 4.08 -4.00 -3.59
C -4.91 5.16 -0.56
O -0.26 3.64 -0.01
C 4.13 -1.04 2.65
H 5.58 -3.72 -5.10
F 1.78 -1.16 2.37
H -3.55 -4.55 -0.79
C -3.85 -3.04 -2.29
C -3.43 -2.57 0.00
F 6.50 -0.91 2.95
N -3.72 -0.77 -1.57
C 1.08 -1.84 -4.34
H 0.28 4.96 4.60
C 1.97 -2.80 -3.61
C 3.01 -0.85 1.85
O -1.10 2.16 -1.42
H 5.36 -5.40 -4.62
F 6.76 0.13 0.40
O 2.05 -0.14 -0.18
C -3.61 -3.49 -1.00
N -3.58 3.19 -0.31
H -1.64 5.80 -1.11
H -3.87 6.94 -1.11
H 3.44 -2.70 -5.16
C -2.78 3.79 5.49
Te -0.24 -2.93 -1.47
H -3.72 2.06 4.63
F 4.58 0.52 -1.15
C -0.69 3.23 3.77
C -2.86 2.71 4.64
C 5.52 -0.20 0.89
C -3.49 -1.22 -0.34
C 0.23 1.84 2.09
C 2.53 -4.21 -1.74
C -0.60 4.33 4.62
H 1.41 -5.51 -0.46
C -3.79 5.89 -0.88

(4)
33
Properties=species:S:1:pos:R:3 method="wB97M-V/def2-TZVPD" multiplicity=2 charge=+1 homo_ha="-0.416 / -0.416"
H -1.29 1.20 0.83
C 2.96 -1.85 1.29
H -1.89 4.74 1.77
C 1.62 -1.57 1.13
C -0.51 2.41 -2.23
C -1.04 3.73 -2.12
C -0.65 1.50 -1.16
H -1.65 5.23 -0.76
H 4.73 -2.74 0.58
H -3.17 3.56 1.56
H -2.43 -2.68 0.77
C 2.96 -3.35 -0.57
H -1.09 -3.12 1.76
H -1.32 -4.04 0.32
C -2.08 3.71 1.48
H 1.10 -0.85 1.75
C 3.66 -2.65 0.40
H 0.96 -3.83 -1.27
H -1.70 3.05 2.26
C -1.42 4.19 -0.90
C -1.22 1.90 0.01
C -1.39 -3.03 0.71
C -1.58 3.28 0.18
C 1.59 -3.17 -0.67
H -0.10 0.57 -1.19
H 3.47 -4.02 -1.25
C -0.55 -2.01 -0.07
H 0.23 2.21 -2.99
H -0.85 -2.10 -1.13
H -0.83 -1.00 0.23
H 3.49 -1.43 2.14
H -0.96 4.41 -2.96
C 0.93 -2.23 0.11

(5)
37
Properties=species:S:1:pos:R:3 method="wB97M-V/def2-TZVPD" charge=-1 homo_ha=-0.153
H 17.19 -17.35 -5.88
H 7.31 -18.26 -4.38
C 15.83 -17.97 -4.28
H 13.97 -17.36 -10.93
C 15.41 -19.26 -3.57
H 7.28 -16.58 -4.96
C 6.95 -17.59 -5.17
H 14.94 -19.81 -8.25
H 7.23 -19.20 -6.62
C 14.88 -17.11 -10.38
H 13.55 -18.24 -7.71
O 8.88 -18.09 -6.50
O 13.70 -17.51 -8.34
H 14.64 -19.12 -2.81
H 16.14 -18.68 -6.30
H 14.02 -18.07 -5.03
H 14.87 -16.01 -10.29
H 5.87 -17.68 -5.03
H 7.28 -16.20 -7.38
H 17.45 -19.03 -5.24
H 9.20 -18.91 -6.09
C 7.44 -18.14 -6.53
H 14.87 -19.93 -4.26
H 16.00 -19.61 -9.63
C 16.72 -18.25 -5.48
H 14.16 -19.70 -9.74
O 14.62 -17.36 -4.74
I 11.99 -19.75 -6.07
C 7.00 -17.22 -7.64
H 15.76 -17.34 -10.98
H 5.91 -17.18 -7.74
H 7.43 -17.52 -8.59
H 15.71 -17.41 -8.40
H 16.34 -17.36 -3.54
C 15.04 -19.30 -9.22
H 16.25 -19.88 -3.22
C 14.91 -17.80 -9.04

(6)
20
Properties=species:S:1:pos:R:3 method="wB97M-V/def2-TZVPD" homo_ha=-0.320
H 2.34 -0.76 1.49
H -2.00 -0.89 -1.29
C 1.48 -0.69 0.82
H -0.69 -1.05 0.57
C -1.09 1.00 0.96
H -2.07 -0.76 1.57
C -1.59 -0.36 0.67
N 2.08 -0.38 -1.68
H -2.71 0.44 -0.66
H 0.72 -0.07 1.40
S -0.96 2.17 -0.37
C 1.76 0.21 -0.40
H 3.09 -0.42 -1.76
H 0.94 0.88 -0.44
H -2.22 2.45 -0.78
H 2.58 0.87 -0.10
N -2.50 -0.54 -0.47
S 0.59 -2.16 0.37
H 1.71 -1.31 -1.81
H -1.46 1.37 1.92

Relative energy (zero: lowest compared OMol25 entry of this formula, charge and spin) (computed, kJ/mol): 70.3 6.6 217.9 14.0 76.7 425.6
Max |F| (computed, Eh/bohr): 0.051 0.010 0.057 0.020 0.038 0.085
DFT total energy (computed, Eh): -340.42491 -1788.88168 -5270.01501 -582.04143 -880.80411 -1065.32388